[1]
Computed, not measured: a cluster of 11 separate species, C51H114F12N8O9PS2 in total at a distorted geometry, with the ωB97M-V functional and the def2-TZVPD basis.

The geometry in XYZ format:
```
197
C51H114F12N8O9PS2 | OMol25 | the ωB97M-V functional and the def2-TZVPD basis
C -12.62417 18.91053 -15.76850
C -12.26410 18.12477 -14.51471
O -11.95980 16.93325 -14.51019
N -12.49813 18.80313 -13.17981
H -12.80556 19.73656 -13.41280
H -13.21447 18.37036 -12.61442
C -11.21236 18.70998 -12.35317
H -12.52799 19.97824 -15.57139
H -13.66407 18.73863 -16.04627
H -11.89585 18.52984 -16.48455
H -10.99277 17.66354 -12.14138
H -11.46581 19.31710 -11.48411
H -10.32268 19.03921 -12.88998
C -9.01814 18.11784 -18.75843
C -8.67760 18.82362 -17.48635
O -9.54834 19.53955 -17.02086
N -7.43628 18.54217 -16.70206
H -7.13233 17.57899 -16.69945
H -6.66367 19.06588 -17.08792
C -7.50509 19.07976 -15.22464
H -9.28864 17.12554 -18.39749
H -8.20532 18.01527 -19.47739
H -9.98470 18.44407 -19.14241
H -8.44542 18.65575 -14.87238
H -7.68999 20.14971 -15.32018
H -6.59323 18.94888 -14.64198
C -3.81485 18.97662 -12.99515
C -2.89703 17.94588 -13.49351
O -1.79183 17.64268 -13.07109
N -3.48159 17.12983 -14.66747
H -3.75259 17.75869 -15.40990
H -2.73410 16.56051 -15.03792
C -4.58830 16.17164 -14.06290
H -4.05023 19.67830 -13.79536
H -3.33489 19.55217 -12.20365
H -4.73390 18.58507 -12.55909
H -5.32206 16.80240 -13.56106
H -4.31831 15.37165 -13.37354
H -5.05296 15.65504 -14.90273
C -11.63228 15.40972 -17.56268
C -11.17603 13.92984 -17.70527
C -9.60597 13.74088 -18.06486
N -9.02760 12.28799 -18.25091
C -9.62813 11.73875 -19.55964
C -7.48872 12.14954 -18.25936
C -7.21325 10.80565 -17.62119
C -8.20729 10.70378 -16.51331
C -9.51775 11.29651 -17.07561
H -11.09749 16.06662 -16.87670
H -12.71170 15.45391 -17.41773
H -11.42707 15.87134 -18.52854
H -11.75525 13.37646 -18.44444
H -11.41397 13.41840 -16.77258
H -9.13319 13.93357 -17.10182
H -9.20507 14.30824 -18.90478
H -9.21462 12.32973 -20.37686
H -10.71364 11.74577 -19.46101
H -9.16897 10.76200 -19.71203
H -7.13176 12.26319 -19.28297
H -7.15744 12.97990 -17.63579
H -7.29112 9.96770 -18.31392
H -6.19074 10.68243 -17.26425
H -8.28402 9.70633 -16.08053
H -7.97558 11.26497 -15.60806
H -10.23651 10.60298 -17.51208
H -10.02351 11.88369 -16.30911
C -8.33409 10.85976 -10.66668
C -8.93737 9.74421 -9.75617
C -9.42116 8.55523 -10.63288
N -10.31382 7.53423 -9.89778
C -9.71295 7.10502 -8.53636
C -10.52685 6.25789 -10.80985
C -11.85002 6.62536 -11.59261
C -12.71220 7.30562 -10.53348
C -11.74167 8.12045 -9.67499
H -7.42087 10.58049 -11.19216
H -7.95798 11.72986 -10.12857
H -9.00596 11.31477 -11.39446
H -9.79187 10.21278 -9.26794
H -8.30638 9.49960 -8.90170
H -8.65976 7.90977 -11.07078
H -9.93875 8.86072 -11.54220
H -10.37587 6.39496 -8.04194
H -9.66021 8.02282 -7.95072
H -8.66276 6.82865 -8.63017
H -10.74461 5.46838 -10.09057
H -9.69195 6.04570 -11.47769
H -12.36206 5.68663 -11.80404
H -11.60902 7.27991 -12.43021
H -13.25569 6.68459 -9.82141
H -13.60776 7.82099 -10.88057
H -12.04832 7.95729 -8.64182
H -11.86414 9.12544 -10.07883
C -10.40404 13.37937 -8.29399
C -9.25047 14.45884 -8.07346
C -8.90110 15.17172 -9.37788
N -8.24275 16.60686 -9.18735
C -9.30220 17.59763 -8.76746
C -7.39238 16.93107 -10.45338
C -6.29627 17.84466 -9.97888
C -5.95846 17.47206 -8.55091
C -7.06978 16.45953 -8.12660
H -11.24464 13.75164 -8.87956
H -10.74249 13.02769 -7.31938
H -10.05754 12.53723 -8.89302
H -8.40310 13.96070 -7.60238
H -9.65720 15.19164 -7.37656
H -9.68272 15.38209 -10.10788
H -8.11956 14.60084 -9.87926
H -10.10491 17.55529 -9.50364
H -8.91749 18.59591 -8.97611
H -9.69210 17.49277 -7.75500
H -7.95934 17.34472 -11.28738
H -6.85424 16.04678 -10.79476
H -6.65394 18.87008 -10.07209
H -5.43784 17.92228 -10.64611
H -5.99176 18.36329 -7.92426
H -4.91057 17.19127 -8.44517
H -7.43931 16.81402 -7.16438
H -6.61231 15.47018 -8.12195
C -4.27096 12.13923 -12.47428
C -3.15418 11.20801 -11.86393
C -1.79328 11.34640 -12.63788
N -0.65302 10.62471 -11.81597
C -0.40989 11.29602 -10.49030
C -0.83686 9.10038 -11.64572
C -0.02282 8.41678 -12.73657
C 0.71657 9.44851 -13.55971
C 0.63919 10.71088 -12.68601
H -5.15666 12.00505 -11.85329
H -4.40499 11.91606 -13.53273
H -3.85094 13.14353 -12.52969
H -3.51671 10.18123 -11.91298
H -3.08018 11.29030 -10.77957
H -1.48082 12.37176 -12.83565
H -1.87570 10.88312 -13.62107
H -0.41294 12.38150 -10.58942
H 0.56528 10.94701 -10.15069
H -1.15665 11.10973 -9.71845
H -0.62173 8.84121 -10.60906
H -1.89629 8.88739 -11.78841
H 0.76010 7.87477 -12.20612
H -0.56717 7.66119 -13.30302
H 1.72008 9.12511 -13.83628
H 0.26009 9.74328 -14.50461
H 1.53974 10.84491 -12.08673
H 0.58904 11.54478 -13.38615
C -11.87038 10.27075 -14.03568
C -12.29748 11.73724 -14.05322
C -13.31179 12.02113 -12.91228
N -13.76187 13.50391 -12.86486
C -12.54492 14.37987 -12.44491
C -15.03287 13.81692 -11.91393
C -16.15240 14.41294 -12.77695
C -15.42276 14.91014 -14.00800
C -14.30583 13.95616 -14.26244
H -12.81546 9.72831 -14.06184
H -11.28430 9.83280 -13.22772
H -11.42696 9.97370 -14.98607
H -12.70755 11.97807 -15.03401
H -11.41629 12.37406 -13.97542
H -12.76258 11.74915 -12.01089
H -14.22572 11.42795 -12.88114
H -12.23221 13.84402 -11.54870
H -12.87109 15.38900 -12.19320
H -11.70067 14.51140 -13.12170
H -14.68336 14.47391 -11.11750
H -15.43149 12.93820 -11.40692
H -16.67719 15.22680 -12.27662
H -16.87254 13.66738 -13.11406
H -15.10853 15.95386 -14.00613
H -16.13428 14.84048 -14.83079
H -13.45723 14.34939 -14.82223
H -14.69406 13.11013 -14.82955
C -7.50326 13.64455 -13.60080
F -6.59963 13.45882 -14.63659
F -8.25428 12.53488 -13.38864
F -6.73659 13.95204 -12.53916
S -8.62688 15.15579 -13.92086
O -9.29467 15.53250 -12.69775
O -7.71894 16.21520 -14.43801
O -9.61315 14.67275 -14.92183
C -4.50282 14.48819 -17.78077
F -5.09434 13.68720 -16.89772
F -3.67081 15.31842 -17.14743
F -3.87411 13.61532 -18.62487
S -5.69153 15.61934 -18.82275
O -6.49112 16.36816 -17.89114
O -4.86619 16.45660 -19.69688
O -6.48105 14.65257 -19.58517
P -3.11183 15.11018 -10.00222
F -1.74470 15.43520 -9.25866
F -3.38331 16.74281 -10.28263
F -2.30001 14.96238 -11.46039
F -4.51901 14.66754 -10.70402
F -2.85396 13.51578 -9.62211
F -3.84064 15.21579 -8.57354
```

Properties
2S+1: 1
HOMO energy (Ha): -0.6502
Calculated total energy (a.u.): -5461.27225
Frontier orbital gap (eV): 6.888
Relative energy (zero: lowest compared OMol25 entry of this formula, charge and spin) (kcal per mole): 0.0
Net charge: +5


[2]
Computed, not measured: an isolated molecule of C3H3NO2 at a distorted geometry, with the ωB97M-V functional and the def2-TZVPD basis.

The geometry in XYZ format:
```
9
C3H3NO2 | OMol25 | the ωB97M-V functional and the def2-TZVPD basis
C 0.17173 0.09876 0.64820
C 0.13924 1.06135 -0.49983
C 0.16361 -1.29117 -0.08163
N -1.28284 0.24473 0.64129
O -1.19814 1.09140 -0.42452
O -0.86245 -1.67633 -0.49889
H 0.90213 0.32621 1.40716
H 0.73929 1.93153 -0.95794
H 1.22743 -1.78649 -0.23383
```

Properties
2S+1: 1
HOMO energy (alpha / beta) (Ha): -0.3338 / -0.3004
Calculated total energy (a.u.): -321.11435
Frontier orbital gap (alpha / beta) (eV): 8.959 / 8.279
Relative energy (zero: lowest compared OMol25 entry of this formula, charge and spin) (kcal per mole): 165.2
Net charge: 0


[3]
Computed, not measured: a structure of composition C29H18IrN6O4S at a distorted geometry, with the ωB97M-V functional and the def2-TZVPD basis.

The geometry in XYZ format:
```
59
C29H18IrN6O4S | OMol25 | the ωB97M-V functional and the def2-TZVPD basis
Ir 0.93380 -0.23493 0.93495
O -1.80879 -2.56944 3.12843
C -0.80659 -2.20483 2.56445
O -0.12864 -1.12624 2.71264
C -0.20073 -3.11137 1.48316
C -0.42831 -4.46553 1.35841
C 0.29453 -5.15876 0.39170
C 1.24390 -4.48939 -0.37586
C 1.39596 -3.13505 -0.16956
N 0.65350 -2.47015 0.70185
C 2.50890 -2.27311 -0.78763
O 3.06765 -2.67459 -1.77864
O 2.69567 -1.19833 -0.11457
H -1.14095 -4.95655 2.00539
H 0.14276 -6.22155 0.25766
H 1.86356 -5.00077 -1.09833
C -3.56510 -0.31997 1.27707
C -2.23735 0.06736 1.48891
N -1.32361 -0.05909 0.54688
C -1.67389 -0.50209 -0.67613
C -2.98354 -0.88928 -0.98596
C -3.93586 -0.81434 0.05008
C -3.27373 -1.32690 -2.31795
C -2.31408 -1.32879 -3.27339
C -0.98133 -0.89599 -2.98335
C 0.05822 -0.83397 -3.93247
C 1.29354 -0.36528 -3.55756
C 1.50617 0.02493 -2.23070
N 0.55395 -0.07138 -1.32290
C -0.67187 -0.50478 -1.67475
H -4.27109 -0.22903 2.08897
H -1.91353 0.46604 2.44086
H -4.95042 -1.14489 -0.13217
H -4.28387 -1.64337 -2.54215
H -2.53883 -1.65096 -4.28164
H -0.13297 -1.14764 -4.95070
H 2.11216 -0.29967 -4.25866
H 2.46816 0.39385 -1.90166
N 1.56398 3.97543 1.51654
C 0.60186 4.23054 0.55219
C 0.09575 5.40717 0.01857
C -0.87265 5.28734 -0.95802
C -1.33153 4.03436 -1.38721
C -0.83778 2.86530 -0.85184
C 0.14607 2.96706 0.13262
N 0.83459 2.00623 0.84864
C 1.66676 2.64678 1.65914
C 2.53547 1.90420 2.52764
C 3.43833 2.31317 3.46181
S 4.19613 0.96648 4.18211
C 3.27169 -0.07713 3.19818
N 2.45687 0.54524 2.39680
H 2.10152 4.67276 2.00684
H 0.43112 6.38326 0.34112
H -1.29071 6.17925 -1.40252
H -2.09042 3.98844 -2.15587
H -1.19448 1.90093 -1.17673
H 3.68609 3.32029 3.75465
H 3.36400 -1.15123 3.25066
```

Properties
2S+1: 2
HOMO energy (alpha / beta) (Ha): -0.5297 / -0.5298
Calculated total energy (a.u.): -2247.44609
Frontier orbital gap (alpha / beta) (eV): 6.139 / 6.437
Relative energy (zero: lowest compared OMol25 entry of this formula, charge and spin) (kcal per mole): 70.8
Net charge: +2


[4]
Computed, not measured: a structure of composition C4H10NO3 at a distorted geometry, with the ωB97M-V functional and the def2-TZVPD basis.

The geometry in XYZ format:
```
18
C4H10NO3 | OMol25 | the ωB97M-V functional and the def2-TZVPD basis
O -2.49827 0.56969 -1.86109
C -1.76633 1.14800 -1.08479
N -1.30845 0.71275 0.11820
C 0.07099 1.18963 0.47259
C 1.16859 0.50570 -0.32179
C 1.71161 -0.80351 0.29911
O 1.02540 -1.92998 -0.09651
H -1.46070 2.19089 -1.30691
H -1.48021 -0.29935 0.27327
H 0.00195 2.24709 0.32460
H 0.19257 1.00572 1.53496
H 1.99903 1.22252 -0.43907
H 0.79120 0.24899 -1.30912
H 1.66762 -0.74566 1.41376
H 2.78276 -0.85812 0.02610
H -1.65203 -2.48756 0.41537
H -0.10315 -1.94944 0.50094
O -1.14257 -1.96734 1.04038
```

Properties
2S+1: 1
HOMO energy (Ha): -0.1514
Calculated total energy (a.u.): -438.91955
Frontier orbital gap (eV): 8.052
Relative energy (zero: lowest compared OMol25 entry of this formula, charge and spin) (kcal per mole): 41.2
Net charge: -1